Entry 1:
Density functional theory data (the ωB97M-V functional and the def2-TZVPD basis) for C11H33MnN4O8P3S as an isolated structure.

Largest force on an atom = 2.87 eV/Å
Net charge = +2
2S+1 = 2
Expectation value of S² = 0.7785
E_HOMO (alpha / beta) = -0.5562 / -0.5567 Eh

```
61
Properties=species:S:1:pos:R:3:forces:R:3:lowdin_spin:R:1
Mn -0.917 1.009 0.316 1.8 0.7 -1.1 1.02
O -3.557 -0.639 -0.498 -0.1 0.3 0.0 -0.01
S -3.308 0.719 -0.173 -2.4 -0.6 -0.6 0.00
O -4.374 1.650 -0.169 0.1 0.0 -0.1 0.01
O -2.088 1.259 -1.007 0.9 0.2 0.1 -0.02
O -2.473 0.820 1.135 -0.1 -0.1 1.0 -0.01
C 0.273 0.386 -3.230 -0.2 0.4 -0.2 0.00
N 1.311 -0.450 -2.639 -0.1 0.2 1.3 0.00
C 1.432 -1.770 -3.242 0.1 -0.3 -0.2 0.00
P 1.720 -0.239 -1.066 1.6 -1.2 -0.5 0.00
O 0.970 0.843 -0.330 -1.4 0.7 0.6 0.01
O 1.394 -1.678 -0.296 -0.6 0.4 0.1 0.00
P -0.099 -2.058 0.224 1.9 -2.1 0.3 0.00
O -0.957 -0.849 0.004 -0.7 1.4 0.2 0.01
N 0.097 -2.421 1.831 -0.1 0.5 -1.3 0.00
C 1.398 -2.578 2.455 0.4 -0.2 0.1 0.00
C -0.919 -1.879 2.717 -0.4 0.0 0.1 0.00
N -0.611 -3.307 -0.709 0.0 1.3 0.8 0.00
C -1.995 -3.370 -1.173 -0.5 0.1 -0.3 0.00
C 0.009 -4.602 -0.471 0.2 -0.3 0.1 0.00
N 3.326 -0.032 -0.861 -1.5 0.1 -0.3 0.00
C 3.828 0.416 0.426 0.0 -0.1 0.4 0.00
C 4.325 -0.310 -1.871 0.3 -0.1 -0.4 0.00
H 0.564 0.655 -4.247 0.0 0.0 0.1 0.00
H 0.148 1.294 -2.643 0.0 0.0 -0.2 0.00
H -0.689 -0.130 -3.264 0.0 -0.1 0.0 0.00
H 1.654 -1.649 -4.303 0.1 0.0 0.1 0.00
H 0.508 -2.344 -3.138 0.0 0.1 0.0 0.00
H 2.238 -2.324 -2.769 0.1 -0.1 -0.1 0.00
H 1.319 -3.323 3.249 0.0 0.0 -0.1 0.00
H 1.751 -1.640 2.899 0.0 0.0 -0.1 0.00
H 2.116 -2.919 1.714 0.1 0.0 0.1 0.00
H -1.887 -1.904 2.218 -0.1 0.0 0.2 0.00
H -0.696 -0.838 2.995 0.0 -0.1 0.1 0.00
H -0.953 -2.488 3.623 -0.1 0.1 -0.1 0.00
H -2.454 -2.380 -1.150 0.1 -0.3 -0.1 0.00
H -2.585 -4.046 -0.546 0.1 0.1 0.0 0.00
H -2.004 -3.756 -2.195 0.0 0.1 0.1 0.00
H -0.542 -5.178 0.276 0.0 0.1 0.0 0.00
H 1.032 -4.463 -0.125 0.1 -0.2 -0.1 0.00
H 0.016 -5.171 -1.403 0.1 0.1 0.0 0.00
H 3.007 0.848 1.000 0.2 0.0 0.1 0.00
H 4.594 1.178 0.266 -0.1 0.0 0.0 0.00
H 4.271 -0.412 0.986 0.0 0.1 0.0 0.00
H 3.848 -0.421 -2.840 0.1 0.0 -0.1 0.00
H 4.893 -1.213 -1.635 -0.1 0.0 0.0 0.00
H 5.026 0.525 -1.915 -0.1 0.0 -0.1 0.00
C -0.662 4.566 2.882 -0.3 -0.1 -0.6 0.00
P -1.502 3.997 1.379 -0.6 1.1 0.7 0.00
C -1.427 5.238 0.062 0.0 -0.5 0.4 0.00
C -3.215 3.594 1.789 0.5 0.1 -0.3 0.00
O -0.695 2.753 0.892 0.4 -2.2 -0.6 -0.01
H -1.097 5.512 3.190 -0.1 0.1 0.1 0.00
H 0.403 4.699 2.715 0.1 0.0 -0.1 0.00
H -0.815 3.836 3.672 0.0 -0.1 0.0 0.00
H -1.837 6.180 0.411 -0.1 0.1 0.1 0.00
H -2.006 4.895 -0.792 -0.1 -0.1 -0.1 0.00
H -0.395 5.390 -0.247 0.1 0.0 0.1 0.00
H -3.702 4.476 2.196 0.0 0.2 0.0 0.00
H -3.250 2.792 2.524 0.1 0.1 0.1 0.00
H -3.757 3.255 0.903 0.1 0.2 0.1 0.00
```
Positions in Å, forces in eV/Å.

Entry 2:
Density functional theory data (the ωB97M-V functional and the def2-TZVPD basis) for a 10-piece molecular cluster, C32H50F12N2O20 overall.

Largest force on an atom = 6.15 eV/Å
2S+1 = 1
SMILES = CCOC(=O)C(F)(F)F.CCOC(=O)C(F)(F)F.CCOC(=O)C(F)(F)F.CCOC(=O)C(F)(F)F.COC(=O)OC.COC(=O)OC.COC(=O)OC.COC(=O)OC.CC#N.CC#N
E_HOMO = -0.3954 Eh

```
116
Properties=species:S:1:pos:R:3:forces:R:3:lowdin_charge:R:1
C -0.726 -14.538 -1.515 2.5 0.1 2.0 -0.08
C -0.484 -13.275 -2.290 -2.2 -0.4 -1.2 -0.22
O 0.119 -12.136 -1.597 -1.1 0.3 0.9 0.02
C -0.680 -11.373 -0.775 -1.5 -0.5 0.3 -0.30
O -1.875 -11.520 -0.582 2.5 0.2 -0.5 0.14
C 0.173 -10.245 0.016 -2.2 0.7 -1.1 -0.54
F 1.049 -9.719 -0.799 0.8 0.5 -0.7 0.18
F -0.614 -9.182 0.480 0.8 -2.1 -0.7 0.11
F 0.795 -10.776 1.024 0.4 -0.5 1.1 0.20
H -0.886 -15.435 -2.112 -0.2 0.4 -0.2 0.09
H -1.390 -14.455 -0.654 -0.5 0.1 -0.5 0.08
H 0.256 -14.631 -1.052 0.2 -1.0 0.4 0.08
H -1.507 -13.146 -2.644 0.1 1.7 -0.3 0.12
H 0.102 -13.512 -3.178 0.4 0.5 0.4 0.13
C 1.694 -2.035 -0.335 -1.0 0.2 0.3 -0.05
C 0.219 -1.850 0.206 1.1 -1.6 -1.3 -0.18
O -0.320 -0.552 0.004 -0.5 2.4 -0.3 0.01
C -0.747 -0.129 -1.212 0.9 -2.8 -0.9 -0.33
O -0.714 -0.833 -2.209 -0.1 1.5 1.4 0.14
C -1.384 1.290 -1.280 0.5 0.5 0.4 -0.53
F -2.645 1.145 -1.665 -0.1 0.0 -0.5 0.18
F -1.414 1.905 -0.099 0.3 0.0 0.1 0.16
F -0.733 2.121 -2.151 -0.6 -1.1 0.7 0.14
H 2.341 -1.256 0.068 -0.1 0.2 -0.1 0.07
H 1.761 -2.059 -1.423 -0.2 0.3 0.1 0.07
H 2.133 -2.975 -0.001 -0.4 -0.1 0.2 0.07
H 0.189 -2.113 1.264 0.0 0.8 0.1 0.12
H -0.475 -2.544 -0.267 0.2 -0.2 -0.3 0.12
C -3.970 9.426 3.576 -0.9 -0.5 1.3 -0.06
C -4.631 8.083 3.198 0.7 1.1 -0.6 -0.16
O -5.730 8.344 2.257 -1.2 -0.1 -0.9 -0.01
C -6.889 8.944 2.595 1.5 0.8 5.9 -0.29
O -7.125 9.252 3.808 0.2 -1.2 -4.9 0.08
C -7.829 9.398 1.429 0.1 -0.9 2.8 -0.61
F -8.279 10.595 1.777 -0.3 0.3 -0.4 0.18
F -7.188 9.449 0.319 0.6 0.2 -1.9 0.22
F -8.866 8.553 1.343 0.0 0.1 -0.3 0.17
H -3.021 9.276 4.090 0.2 -0.2 -0.4 0.08
H -4.583 9.871 4.360 -0.2 0.4 -0.2 0.07
H -3.871 10.132 2.751 0.0 -0.3 -0.1 0.09
H -4.906 7.438 4.032 -0.5 0.5 0.1 0.13
H -3.895 7.525 2.620 -0.4 -0.1 -0.3 0.11
C -3.158 9.118 -5.892 0.2 -1.3 -1.2 -0.08
C -3.726 10.445 -5.556 -0.6 -0.5 0.9 -0.24
O -2.956 11.446 -6.179 2.1 1.8 -0.5 0.02
C -3.229 12.755 -6.128 -5.3 -0.1 1.1 -0.29
O -4.351 13.165 -5.721 4.5 -0.7 -1.4 0.10
C -2.116 13.721 -6.683 0.6 0.3 -0.2 -0.50
F -1.790 14.571 -5.710 -0.6 0.3 0.0 0.16
F -0.975 13.075 -6.954 -0.6 -0.3 -0.5 0.15
F -2.478 14.453 -7.791 0.1 -1.3 1.5 0.14
H -3.721 8.378 -5.324 -0.2 -0.1 -0.3 0.09
H -2.115 8.899 -5.660 0.1 0.7 0.4 0.09
H -3.225 8.922 -6.962 -0.3 -0.2 0.0 0.08
H -3.678 10.408 -4.467 -0.1 1.3 0.2 0.13
H -4.768 10.526 -5.865 0.0 0.1 0.0 0.13
C 8.091 -2.453 4.637 1.5 -1.2 0.3 -0.07
O 7.247 -1.377 4.530 0.3 2.1 -0.7 0.00
C 6.084 -1.265 5.139 -0.7 -1.5 -2.2 -0.65
O 5.499 -2.180 5.625 -0.6 -0.7 1.7 0.15
O 5.567 -0.121 4.760 -0.4 1.7 0.1 0.01
C 4.184 0.143 5.064 0.2 0.2 -0.2 -0.02
H 8.850 -2.330 3.865 0.0 0.2 0.0 0.10
H 7.669 -3.441 4.456 -0.6 0.1 0.3 0.10
H 8.613 -2.401 5.593 -0.1 -0.4 0.1 0.10
H 3.529 -0.444 4.420 0.1 -0.6 0.5 0.10
H 3.973 1.165 4.750 0.5 0.1 0.3 0.09
H 4.030 0.034 6.137 -0.4 -0.2 -0.2 0.10
C -9.042 1.702 -1.896 1.7 -0.4 -0.5 -0.02
O -9.199 1.283 -3.293 -0.6 0.2 0.1 -0.01
C -8.528 0.251 -3.844 -0.3 -0.6 0.2 -0.60
O -8.690 -0.156 -4.968 0.0 0.8 0.8 0.13
O -7.716 -0.317 -2.944 0.9 -0.1 0.1 -0.03
C -6.940 -1.473 -3.338 -0.3 -0.3 -0.2 -0.02
H -9.736 2.493 -1.612 -0.4 -0.4 -0.6 0.09
H -8.040 2.125 -1.820 0.0 0.2 0.0 0.09
H -9.031 0.875 -1.187 -0.5 -0.1 -0.3 0.09
H -7.610 -2.301 -3.569 -0.1 0.0 0.3 0.10
H -6.276 -1.702 -2.505 -0.3 0.1 0.0 0.09
H -6.317 -1.370 -4.227 -0.2 0.7 0.0 0.09
C 4.958 3.554 -0.431 -0.1 -1.4 0.4 -0.06
O 4.669 4.848 -0.847 -1.3 2.0 0.4 0.00
C 3.686 5.479 -0.175 -0.9 1.8 2.5 -0.47
O 3.301 5.313 1.020 1.4 0.1 -4.7 0.06
O 3.247 6.517 -0.998 -0.1 -2.2 1.1 -0.02
C 2.197 7.317 -0.450 -0.2 0.9 0.4 -0.07
H 5.995 3.420 -0.123 0.0 0.3 -0.1 0.10
H 4.746 2.946 -1.310 0.1 -0.4 0.3 0.10
H 4.309 3.304 0.408 0.1 -0.3 -0.1 0.09
H 1.424 6.833 0.146 0.6 -0.7 0.2 0.09
H 1.610 7.793 -1.235 0.6 -0.1 -0.5 0.09
H 2.676 8.084 0.157 -0.2 0.1 0.1 0.10
C 8.071 -7.665 1.662 -0.1 -1.5 0.3 -0.03
O 9.342 -8.365 1.782 1.1 0.3 0.2 -0.03
C 9.493 -9.321 2.761 -2.1 1.3 -1.4 -0.61
O 8.557 -9.796 3.327 -0.7 -0.4 0.9 0.13
O 10.741 -9.645 2.914 1.3 0.7 -0.7 0.03
C 11.145 -10.412 4.020 0.2 -1.1 0.9 -0.04
H 7.438 -8.225 0.974 -0.1 -0.3 0.3 0.09
H 8.139 -6.682 1.196 0.9 0.0 0.5 0.09
H 7.638 -7.660 2.663 -0.3 0.3 -0.3 0.09
H 11.776 -9.815 4.678 0.0 0.1 -0.2 0.10
H 11.714 -11.272 3.666 0.1 0.2 -0.2 0.10
H 10.333 -10.836 4.610 -0.3 0.4 -0.2 0.09
C -0.431 -3.585 -7.135 0.2 0.1 -0.3 -0.08
C -0.955 -4.562 -6.179 0.4 0.6 -0.5 -0.28
N -1.398 -5.311 -5.438 -0.2 -0.4 0.3 0.12
H 0.022 -2.724 -6.641 -0.4 0.0 0.2 0.08
H -1.227 -3.273 -7.811 0.0 0.1 0.2 0.08
H 0.362 -3.984 -7.766 -0.1 -0.4 0.1 0.08
C -0.181 -3.631 10.208 0.0 -0.4 -0.3 -0.08
C -0.047 -3.353 8.767 -0.6 0.8 -3.9 -0.26
N -0.043 -3.141 7.599 0.2 -0.8 4.4 0.11
H 0.383 -2.904 10.792 0.0 -0.2 0.0 0.08
H 0.148 -4.654 10.392 0.5 0.1 0.1 0.08
H -1.218 -3.668 10.541 -0.1 0.5 -0.3 0.08
```
Positions in Å, forces in eV/Å.

Entry 3:
Density functional theory data (the ωB97M-V functional and the def2-TZVPD basis) for C23H27B2Cl4O3S2 as an isolated structure.

Largest force on an atom = 5.29 eV/Å
Net charge = -1
2S+1 = 1
E_HOMO = -0.1216 Eh

```
61
Properties=species:S:1:pos:R:3:forces:R:3:lowdin_charge:R:1
Cl -2.445 0.776 -4.798 -0.9 -0.9 -0.9 0.57
B -2.034 1.519 -3.242 1.7 -0.5 1.2 -1.86
Cl -0.903 2.924 -3.676 -0.1 0.6 0.4 0.54
Cl -3.533 2.067 -2.158 -0.3 0.6 -0.1 0.69
O -1.435 0.561 -2.270 -1.7 1.7 -0.1 -0.20
C -0.206 0.820 -1.506 -1.2 1.7 1.1 -0.15
C 0.847 0.257 -2.313 1.4 0.8 -0.7 -0.23
C 1.916 1.121 -2.640 0.4 -0.8 -0.5 -0.06
C 2.731 0.881 -3.738 0.4 -0.4 0.1 -0.13
C 2.602 -0.284 -4.491 -2.0 -0.4 1.0 -0.73
Cl 3.620 -0.626 -5.820 0.6 0.0 -0.7 0.63
C 1.550 -1.172 -4.192 0.7 1.0 0.6 -0.12
C 0.738 -0.912 -3.092 -0.4 0.2 0.1 -0.04
H -0.057 1.936 -1.341 0.3 -1.1 -1.1 0.09
H 2.063 2.001 -2.035 -0.1 0.3 -0.1 0.11
H 3.486 1.577 -4.065 0.2 0.3 0.2 0.09
H 1.345 -2.020 -4.817 0.1 -0.3 -0.2 0.09
H -0.078 -1.590 -2.879 -0.1 0.0 -0.1 0.12
C 0.579 -2.870 4.809 -0.3 -0.3 0.4 -0.13
C 0.891 -1.877 3.762 1.0 2.1 -0.2 -0.62
C 1.409 -0.586 3.927 -0.6 -1.5 -0.1 -0.14
C 1.982 -0.079 2.719 0.8 0.5 -0.6 -0.13
C 1.978 -0.958 1.656 -1.1 -0.5 2.1 -0.50
B -1.891 1.373 -0.488 3.7 -3.8 -0.6 -0.70
C 2.684 -1.156 0.438 0.8 0.2 -2.4 -0.52
C 3.682 -0.504 -0.297 -1.7 0.0 0.9 -0.10
C 4.007 -1.169 -1.493 -0.5 -1.5 0.2 -0.14
C 3.392 -2.414 -1.636 0.4 1.8 0.9 -0.58
C 3.705 -3.499 -2.580 0.1 -0.1 -1.0 -0.10
S 2.205 -2.581 -0.434 0.6 -0.3 0.1 1.04
O -2.312 0.209 0.106 -1.0 0.9 0.1 0.14
C -3.025 0.675 1.261 -0.1 -0.9 -0.2 -0.46
C -4.470 0.469 0.966 -1.0 0.2 -0.4 -0.03
C -2.710 -0.255 2.416 0.6 -0.3 0.3 -0.02
C -2.574 2.170 1.434 0.5 0.3 0.7 -0.47
C -3.576 3.251 1.307 -1.1 0.9 -0.6 -0.03
C -1.939 2.401 2.782 0.8 -0.2 0.8 -0.01
O -1.660 2.413 0.367 0.0 0.1 -1.0 0.15
S 1.047 -2.381 2.137 0.3 0.3 0.4 1.02
H 0.946 -2.490 5.764 -0.1 -0.2 0.0 0.08
H -0.485 -3.099 4.907 0.0 0.0 0.0 0.07
H 1.102 -3.804 4.567 -0.1 0.1 0.3 0.07
H 1.443 -0.112 4.919 0.1 -0.1 -0.7 0.11
H 2.518 0.880 2.647 -0.4 -0.5 0.2 0.11
H 4.024 0.482 -0.008 0.2 -0.1 -0.1 0.11
H 4.621 -0.756 -2.254 0.8 0.2 -0.4 0.10
H 4.786 -3.653 -2.642 0.0 -0.1 0.2 0.08
H 3.231 -4.458 -2.319 0.0 0.4 -0.2 0.08
H 3.424 -3.156 -3.582 -0.2 -0.4 -0.1 0.07
H -5.054 0.827 1.804 -0.5 0.0 0.1 0.09
H -4.789 0.933 0.042 0.0 0.5 -0.1 0.06
H -4.675 -0.580 0.778 0.1 -0.3 0.4 0.10
H -3.317 -0.001 3.292 0.2 0.0 0.0 0.10
H -2.925 -1.290 2.136 -0.3 0.2 -0.2 0.10
H -1.649 -0.268 2.666 0.0 0.2 0.1 0.07
H -4.238 3.218 2.150 -0.7 0.2 0.4 0.08
H -3.093 4.233 1.260 0.3 -0.2 0.4 0.11
H -4.122 3.239 0.379 -0.5 -0.4 -0.3 0.07
H -2.755 2.398 3.527 0.5 0.0 -0.1 0.10
H -1.202 1.639 3.048 -0.2 0.1 0.0 0.08
H -1.403 3.353 2.836 -0.3 0.1 -0.2 0.10
```
Positions in Å, forces in eV/Å.